[1]
ORCA calculation (ωB97M-V/def2-TZVPD) on an isolated molecule of C22H27N3O4S at a distorted geometry.

Last column: Mulliken charge in e.
Cartesian coordinates (Å):
C: 1.651 0.366 -2.896  -2.089
C: 0.285 0.271 -2.287  1.217
C: -0.459 1.417 -2.060  -0.891
C: -1.730 1.341 -1.521  -0.827
C: -2.272 0.110 -1.214  -1.022
C: -1.566 -1.066 -1.442  1.224
C: -0.270 -0.971 -1.953  0.686
N: 0.500 -2.123 -2.239  0.032
C: 0.752 -3.188 -1.442  0.576
O: 0.305 -3.348 -0.321  -0.572
C: 1.700 -4.180 -2.059  -1.265
H: 1.570 -4.280 -3.135  0.442
H: 1.609 -5.155 -1.583  0.483
S: 3.489 -3.648 -1.812  0.566
O: 4.249 -4.879 -1.997  -0.648
C: 3.348 -3.400 0.028  -0.715
C: 2.849 -1.982 0.172  0.124
O: 3.245 -1.132 -0.610  -0.697
N: 1.975 -1.781 1.176  0.014
C: 1.244 -0.623 1.483  0.572
C: 1.510 0.623 0.934  -0.968
C: 0.756 1.722 1.297  -0.165
C: -0.279 1.629 2.233  1.267
C: -0.532 0.362 2.776  -0.547
C: 0.207 -0.737 2.404  -1.163
H: -0.017 -1.701 2.839  0.332
H: -1.302 0.233 3.520  0.386
N: -0.976 2.734 2.702  -0.089
C: -0.647 4.070 2.249  -1.025
H: 0.426 4.168 2.095  0.503
C: -1.428 4.420 0.978  0.182
H: -1.250 5.454 0.675  0.405
O: -2.819 4.316 1.207  -0.461
C: -3.170 3.028 1.666  0.082
C: -2.405 2.652 2.942  -0.837
H: -2.695 1.652 3.253  0.350
H: -2.656 3.359 3.740  0.344
H: -4.245 3.058 1.849  0.435
H: -2.950 2.278 0.891  -0.292
H: -1.131 3.742 0.165  -0.226
H: -0.944 4.763 3.044  0.376
H: 0.992 2.663 0.828  0.178
H: 2.304 0.735 0.217  0.433
H: 1.640 -2.605 1.657  0.269
H: 2.713 -4.156 0.482  0.379
H: 4.369 -3.488 0.400  0.487
H: 1.093 -2.026 -3.052  0.257
C: -2.231 -2.383 -1.198  -1.769
H: -3.300 -2.247 -1.053  0.467
H: -1.813 -2.864 -0.315  0.259
H: -2.071 -3.054 -2.041  0.344
H: -3.275 0.047 -0.818  0.369
H: -2.309 2.242 -1.373  0.629
H: -0.039 2.379 -2.318  0.364
H: 1.676 -0.107 -3.879  0.494
H: 2.392 -0.116 -2.260  0.342
H: 1.932 1.408 -3.022  0.400

Results
Energy relative to the best compared isomer or geometry (same formula, charge and spin) ... 39.7 kcal per mole
LUMO energy ... 0.58 eV
Kohn-Sham gap ... 7.96 eV


[2]
ORCA calculation (ωB97M-V/def2-TZVPD) on C35H33BrHfN6O4S as an isolated structure at a distorted geometry.

Last column: Mulliken charge in e.
Cartesian coordinates (Å):
Hf: 0.136 -1.375 -0.005  1.094
O: -2.053 -4.253 2.383  -0.401
C: -1.908 -3.635 3.576  0.766
C: -2.383 -4.220 4.750  -0.854
C: -2.218 -3.604 5.973  -0.649
C: -1.570 -2.380 6.052  -0.881
C: -1.114 -1.782 4.897  -0.565
C: -1.285 -2.386 3.654  -0.180
C: -0.695 -1.687 2.448  1.553
O: -0.823 -2.341 1.261  -0.734
N: -1.280 -0.318 2.298  -0.510
N: -1.259 0.148 1.041  0.328
C: -1.890 1.225 0.700  -0.334
C: -1.804 1.769 -0.615  0.010
Br: -1.201 0.437 -1.942  0.001
C: -2.102 3.009 -1.058  -0.718
C: -2.533 4.154 -0.296  0.767
C: -3.269 5.139 -0.978  -0.575
C: -3.779 6.228 -0.302  -0.615
C: -3.544 6.376 1.058  -0.443
C: -2.764 5.446 1.732  -0.766
C: -2.258 4.347 1.065  -0.359
H: -2.406 -5.141 2.531  0.332
H: -2.885 -5.175 4.691  0.357
H: -2.597 -4.074 6.866  0.413
H: -1.409 -1.909 7.007  0.436
H: -0.619 -0.822 4.942  0.456
H: 0.393 -1.494 2.672  -0.643
H: -2.055 -0.062 2.908  0.410
H: -2.517 1.764 1.408  0.834
H: -2.054 3.173 -2.126  0.371
H: -3.452 5.017 -2.036  0.382
H: -4.359 6.966 -0.836  0.414
H: -3.945 7.227 1.585  0.410
H: -2.546 5.588 2.780  0.409
H: -1.601 3.670 1.589  0.610
C: 2.265 5.075 -4.274  -1.551
C: 2.223 3.796 -3.517  0.912
C: 2.562 2.595 -4.135  -1.101
C: 2.559 1.405 -3.431  -0.515
C: 2.200 1.420 -2.094  0.527
C: 1.863 2.602 -1.454  -0.138
C: 1.877 3.784 -2.168  -1.113
S: 2.241 -0.046 -1.089  1.368
O: 1.356 0.252 0.107  -0.861
O: 3.569 -0.385 -0.682  -0.823
N: 1.390 -1.270 -1.637  0.205
C: 1.146 -2.064 -2.733  0.445
C: 1.915 -2.224 -3.869  -0.786
C: 1.480 -3.047 -4.915  -0.944
C: 0.288 -3.722 -4.852  -0.933
C: -0.517 -3.624 -3.700  0.615
C: -1.756 -4.285 -3.546  -0.540
C: -2.469 -4.135 -2.380  -0.992
C: -1.946 -3.339 -1.353  0.082
N: -0.798 -2.691 -1.469  -0.055
C: -0.079 -2.806 -2.624  0.887
H: 2.013 4.923 -5.319  0.412
H: 3.275 5.481 -4.236  0.315
H: 1.595 5.808 -3.839  0.387
H: 2.843 2.594 -5.176  0.449
H: 2.827 0.480 -3.915  0.268
H: 1.595 2.574 -0.409  0.575
H: 1.633 4.709 -1.668  0.452
H: 2.866 -1.720 -3.937  0.646
H: 2.104 -3.143 -5.789  0.439
H: -0.041 -4.336 -5.674  0.461
H: -2.133 -4.904 -4.348  0.496
H: -3.424 -4.619 -2.237  0.445
H: -2.457 -3.226 -0.401  0.438
C: 4.457 -0.672 2.331  -0.752
N: 3.396 -1.630 2.587  0.007
C: 3.286 -2.138 3.944  -0.912
C: 2.600 -2.015 1.667  0.707
N: 1.861 -2.404 0.850  -0.589
H: 5.410 -1.101 2.638  0.353
H: 4.279 0.233 2.915  0.332
H: 4.497 -0.420 1.272  0.223
H: 4.239 -2.576 4.243  0.348
H: 2.509 -2.896 4.013  0.338
H: 3.054 -1.319 4.627  0.342

Results
Energy relative to the best compared isomer or geometry (same formula, charge and spin) ... 28.8 kcal per mole
LUMO energy ... -5.64 eV
Total charge ... +2
Kohn-Sham gap ... 7.39 eV


[3]
ORCA calculation (ωB97M-V/def2-TZVPD) on a 9-piece molecular cluster, C36H47F8INO25 overall at a distorted geometry.

Last column: Mulliken spin population.
Cartesian coordinates (Å):
C: -0.029 1.399 3.672  0.000
C: 0.245 1.903 2.259  0.000
I: -1.202 3.463 1.850  0.000
C: 0.138 0.865 1.140  -0.001
C: 0.987 -0.398 1.361  -0.039
C: 0.369 -1.640 0.738  0.046
C: 1.121 -2.917 1.117  -0.034
C: 0.643 -4.076 0.212  0.032
C: 0.829 -3.308 2.572  0.034
N: 2.600 -2.752 0.871  0.394
O: 3.286 -3.765 1.216  0.535
C: 3.296 -1.449 1.135  0.025
C: 3.712 -1.366 2.613  0.018
C: 4.564 -1.393 0.254  0.003
C: 2.379 -0.282 0.749  0.020
H: 0.720 0.658 3.972  0.000
H: 0.023 2.217 4.393  0.000
H: -1.016 0.934 3.742  0.000
H: 1.196 2.433 2.215  0.000
H: 0.477 1.346 0.212  -0.001
H: -0.918 0.595 1.013  0.000
H: 1.110 -0.586 2.431  -0.005
H: -0.691 -1.744 0.981  0.003
H: 0.447 -1.526 -0.355  -0.003
H: 1.507 -4.688 -0.052  0.001
H: -0.079 -4.714 0.723  -0.002
H: 0.211 -3.691 -0.716  -0.007
H: 1.373 -4.212 2.851  -0.016
H: 1.030 -2.518 3.296  -0.008
H: -0.240 -3.538 2.640  0.001
H: 4.569 -2.012 2.812  0.005
H: 4.022 -0.335 2.823  0.002
H: 2.903 -1.614 3.301  -0.009
H: 4.532 -2.199 -0.486  -0.007
H: 4.615 -0.446 -0.290  0.004
H: 5.465 -1.538 0.851  0.007
H: 2.881 0.651 1.023  0.001
H: 2.252 -0.291 -0.343  -0.002
C: -1.786 -0.274 -3.219  0.000
C: -1.876 1.028 -2.448  0.000
O: -2.646 0.653 -1.320  0.000
C: -2.447 -0.674 -1.095  0.000
O: -2.734 -1.243 -0.098  0.000
O: -1.854 -1.242 -2.168  0.000
F: -2.513 1.998 -3.143  0.000
H: -2.649 -0.379 -3.877  0.000
H: -0.862 -0.398 -3.775  0.000
H: -0.920 1.427 -2.103  0.000
C: 3.088 5.769 0.688  0.000
C: 3.575 4.338 0.553  0.000
O: 4.248 4.360 -0.685  0.000
C: 4.669 5.639 -0.925  0.000
O: 5.443 5.945 -1.760  0.000
O: 4.076 6.486 -0.053  0.000
F: 2.551 3.448 0.488  0.000
H: 2.114 5.880 0.209  0.000
H: 3.046 6.132 1.710  0.000
H: 4.267 4.013 1.332  0.000
C: 1.776 -6.112 5.110  -0.004
C: 1.266 -7.522 5.342  0.000
O: 0.257 -7.322 6.315  0.000
C: -0.207 -6.051 6.196  0.000
O: -1.193 -5.640 6.702  0.000
O: 0.618 -5.323 5.406  0.000
F: 2.222 -8.338 5.854  0.000
H: 2.567 -5.874 5.823  0.000
H: 2.111 -5.929 4.094  0.004
H: 0.832 -7.997 4.466  0.000
C: 3.807 -7.338 -0.316  0.000
C: 3.287 -8.737 -0.593  0.000
O: 2.573 -9.032 0.594  0.000
C: 2.183 -7.859 1.158  0.001
O: 1.395 -7.762 2.038  0.000
O: 2.813 -6.826 0.573  0.000
F: 4.279 -9.641 -0.758  0.000
H: 4.768 -7.383 0.199  0.000
H: 3.882 -6.705 -1.195  0.001
H: 2.605 -8.811 -1.441  0.000
C: -4.757 4.051 -4.586  0.000
C: -5.971 4.673 -3.929  0.000
O: -6.674 5.209 -5.042  0.000
C: -6.338 4.479 -6.148  0.000
O: -6.918 4.524 -7.177  0.000
O: -5.266 3.708 -5.881  0.000
F: -5.659 5.679 -3.081  0.000
H: -3.964 4.793 -4.692  0.000
H: -4.390 3.164 -4.079  0.000
H: -6.610 3.959 -3.411  0.000
C: -8.599 7.746 -4.040  0.000
C: -9.027 9.001 -4.775  0.000
O: -9.198 9.927 -3.722  0.000
C: -8.412 9.541 -2.676  0.000
O: -8.164 10.212 -1.736  0.000
O: -7.954 8.286 -2.884  0.000
F: -10.200 8.848 -5.435  0.000
H: -9.477 7.175 -3.732  0.000
H: -7.923 7.110 -4.600  0.000
H: -8.285 9.393 -5.474  0.000
C: -6.598 1.034 0.258  0.000
C: -7.153 2.294 -0.384  0.000
O: -6.276 2.473 -1.487  0.000
C: -5.757 1.261 -1.823  0.000
O: -5.146 1.049 -2.814  0.000
O: -6.027 0.357 -0.866  0.000
F: -7.080 3.374 0.421  0.000
H: -5.810 1.286 0.970  0.000
H: -7.348 0.407 0.729  0.000
H: -8.174 2.202 -0.757  0.000
C: 9.715 -0.421 -0.330  0.000
C: 9.239 -1.828 -0.641  0.000
O: 8.620 -2.211 0.570  0.000
C: 8.211 -1.087 1.220  0.000
O: 7.470 -1.071 2.140  0.000
O: 8.761 0.006 0.644  0.000
F: 10.257 -2.675 -0.914  0.000
H: 10.709 -0.452 0.119  0.000
H: 9.707 0.252 -1.182  0.000
H: 8.507 -1.894 -1.449  0.000

Results
Spin multiplicity ... 2
LUMO energy (alpha / beta) ... 0.09 / 0.08 eV
Kohn-Sham gap (alpha / beta) ... 8.41 / 9.64 eV
Expectation value of S² ... 0.75


[4]
ORCA calculation (ωB97M-V/def2-TZVPD) on an isolated molecule of CH3Cl2NOS at a distorted geometry.

Last column: Mulliken spin population.
Cartesian coordinates (Å):
C: 0.941 0.636 0.260  0.019
N: -1.318 -0.051 -0.902  0.617
O: 0.108 -1.823 0.630  0.397
S: 0.334 -0.902 -0.507  0.681
Cl: 2.766 0.406 0.287  0.025
Cl: -2.068 0.258 0.590  0.294
H: 0.680 1.433 -0.295  -0.001
H: 0.496 0.777 1.360  0.008
H: -1.940 -0.735 -1.423  -0.040

Results
Spin multiplicity ... 3
Energy relative to the best compared isomer or geometry (same formula, charge and spin) ... 48.7 kcal per mole
LUMO energy (alpha / beta) ... 0.62 / -3.56 eV
Kohn-Sham gap (alpha / beta) ... 6.47 / 6.52 eV
Expectation value of S² ... 2.01


Record-wise total energy values, in eV: -46747.94000, -136134.04855, -120612.48561, -40496.59673